Entry 1:
Density functional theory data (ωB97M-V with the def2-TZVPD basis set) for a single C6H10O molecule.

The calculation puts the HOMO-LUMO gap at 0.292 hartree. For the relative energy (zero: lowest compared OMol25 entry of this formula, charge and spin), the calculation gives 98.2 kcal per mole. Its lowest unoccupied orbital energy is 0.033 Eh. As for the molar mass: 98.145 g mol⁻¹. As for the charge: 0. Its total energy is -309.685953 hartree. The HOMO energy comes out at -7.053 eV.

Last column: natural (NBO) charge in e.
Geometry (Å):
C -0.6587 -1.7335 0.7108  -0.626
C 0.1653 -0.5541 0.2848  0.229
C 1.2439 -0.0556 1.1394  -0.089
C 0.2127 1.9687 0.0026  -0.286
C -0.4499 1.2757 -1.1718  -0.491
C 0.1468 -0.1388 -1.1817  -0.424
O -0.0448 0.6409 1.1006  -0.390
H -1.6828 -1.6249 0.3440  0.225
H -0.6812 -1.8345 1.7993  0.224
H -0.2380 -2.6481 0.2809  0.226
H 2.0745 0.4948 0.6929  0.238
H 1.4189 -0.4962 2.1152  0.195
H -0.4932 2.6662 0.4802  0.135
H -0.1764 1.8106 -2.0891  0.232
H -1.5498 1.1975 -1.1510  0.168
H -0.4492 -0.8416 -1.7718  0.212
H 1.1618 -0.1273 -1.5852  0.222



Entry 2:
Density functional theory data (ωB97M-V with the def2-TZVPD basis set) for a 2-piece molecular cluster, C6H10O overall.

The calculation puts the HOMO-LUMO gap at 0.372 hartree. For the relative energy (zero: lowest compared OMol25 entry of this formula, charge and spin), the calculation gives 49.3 kcal per mole. Its lowest unoccupied orbital energy is 0.032 Eh. As for the molar mass: 98.145 g mol⁻¹. As for the charge: 0. The SMILES is C=CC1CC1.C=O. Its total energy is -309.763760 hartree. The HOMO energy comes out at -9.248 eV.

Last column: natural (NBO) charge in e.
Geometry (Å):
C -1.4413 0.1976 1.0298  -0.399
C -2.0053 0.2725 -0.3513  -0.411
C -1.1240 -0.8869 0.0164  -0.286
C 0.2274 -1.0370 -0.5862  -0.138
C 0.8618 -0.1332 -1.3334  -0.444
C 2.3706 0.7418 0.7668  0.287
O 1.6114 1.1591 1.6030  -0.531
H -0.6483 0.8834 1.3101  0.242
H -2.1152 -0.0641 1.8408  0.214
H -3.0603 0.0732 -0.5073  0.217
H -1.5873 1.0149 -1.0246  0.210
H -1.6284 -1.8328 0.1982  0.220
H 0.7336 -1.9804 -0.3777  0.201
H 1.8495 -0.3266 -1.7438  0.202
H 0.4252 0.8329 -1.5716  0.196
H 2.7047 -0.3107 0.7347  0.112
H 2.8260 1.3964 -0.0039  0.110



Entry 3:
Density functional theory data (ωB97M-V with the def2-TZVPD basis set) for C6H10O as an isolated structure.

The calculation puts the HOMO-LUMO gap at 0.284 hartree. For the relative energy (zero: lowest compared OMol25 entry of this formula, charge and spin), the calculation gives 99.9 kcal per mole. Its lowest unoccupied orbital energy is -0.006 Eh. As for the molar mass: 98.145 g mol⁻¹. As for the charge: 0. Its total energy is -309.683239 hartree. The HOMO energy comes out at -7.882 eV.

Last column: natural (NBO) charge in e.
Geometry (Å):
C 2.2552 0.1378 0.0716  -0.657
C 0.7894 -0.1291 -0.0263  0.069
C 0.1157 -1.2399 0.3489  -0.332
C -1.2260 -1.2610 -0.1900  -0.038
C -1.5170 0.1739 -0.6005  -0.540
C -0.1416 0.8803 -0.6584  0.047
O -0.0564 2.1581 -0.0517  -0.702
H 2.4249 1.1727 0.3875  0.237
H 2.7348 0.0205 -0.9089  0.229
H 2.7478 -0.5417 0.7733  0.222
H 0.5679 -2.0927 0.8514  0.218
H -2.2023 -1.4642 1.5091  0.034
H -2.1496 -1.7972 0.7437  0.091
H -2.0446 0.2084 -1.5597  0.229
H -2.1652 0.6709 0.1290  0.242
H 0.1359 1.0580 -1.7039  0.190
H -0.2689 2.0451 0.8849  0.463



Entry 4:
Density functional theory data (ωB97M-V with the def2-TZVPD basis set) for C6H10O as an isolated structure.

The calculation puts the HOMO-LUMO gap (spin up / spin down) at 0.283 / 0.283 hartree. For the relative energy (zero: lowest compared OMol25 entry of this formula, charge and spin), the calculation gives 136.6 kcal per mole. Its lowest unoccupied orbital energy (spin up / spin down) is 0.036 / 0.036 Eh. As for the molar mass: 98.145 g mol⁻¹. As for the charge: 0. Its total energy is -309.624665 hartree. The HOMO energy (spin up / spin down) comes out at -6.703 / -6.704 eV.

Last column: natural (NBO) charge in e.
Geometry (Å):
C 1.8660 0.7429 -0.8460  -0.681
C 0.7935 -0.1520 -0.2918  0.026
C -0.2560 -1.3595 0.9728  -0.048
C -1.2606 -1.1355 -0.1521  -0.444
C -0.6993 0.2004 -0.6151  -0.305
C -0.6893 1.1028 0.6014  -0.084
O 0.4108 0.3584 1.1754  -0.504
H 2.8661 0.4652 -0.4949  0.217
H 1.8546 0.6085 -1.9328  0.218
H 1.7386 1.8219 -0.6370  0.184
H 0.4165 -2.2030 0.9014  0.223
H -0.6603 -1.2596 1.9885  0.179
H -2.3054 -1.1293 0.1862  0.197
H -1.1192 -1.8850 -0.9357  0.225
H -1.0149 0.5851 -1.5870  0.212
H -1.5583 1.1062 1.2723  0.182
H -0.3826 2.1325 0.3946  0.203



Entry 5:
Density functional theory data (ωB97M-V with the def2-TZVPD basis set) for a 2-piece molecular cluster, C6H10O overall.

The calculation puts the HOMO-LUMO gap at 0.334 hartree. For the relative energy (zero: lowest compared OMol25 entry of this formula, charge and spin), the calculation gives 84.6 kcal per mole. Its lowest unoccupied orbital energy is 0.035 Eh. As for the molar mass: 98.145 g mol⁻¹. As for the charge: 0. The SMILES is C[C@H]1OC=C2C[C@H]21.[H][H]. Its total energy is -309.707509 hartree. The HOMO energy comes out at -8.141 eV.

Last column: natural (NBO) charge in e.
Geometry (Å):
C 1.0693 1.6724 0.6434  -0.628
C 0.2607 0.8731 -0.3629  0.089
O 1.1213 -0.1745 -0.9498  -0.489
C 0.7407 -1.3312 -0.3648  0.206
C -0.4916 -1.3168 0.1756  -0.205
C -1.0078 -0.7353 1.4346  -0.378
C -0.9445 0.1065 0.1651  -0.293
H 1.9978 2.0423 0.1969  0.222
H 1.3244 1.0604 1.5164  0.208
H 0.4743 2.5275 0.9841  0.218
H -0.0385 1.5066 -1.2029  0.201
H -0.7685 -1.2843 -3.0886  -0.013
H 1.4690 -2.1338 -0.4311  0.201
H -1.0024 -1.5891 -2.4493  0.005
H -0.2876 -0.5748 2.2355  0.215
H -2.0083 -0.9832 1.7872  0.222
H -1.9084 0.3342 -0.2894  0.220



Entry 6:
Density functional theory data (ωB97M-V with the def2-TZVPD basis set) for a single C6H10O molecule.

The calculation puts the HOMO-LUMO gap at 0.358 hartree. For the relative energy (zero: lowest compared OMol25 entry of this formula, charge and spin), the calculation gives 64.1 kcal per mole. Its lowest unoccupied orbital energy is 0.043 Eh. As for the molar mass: 98.145 g mol⁻¹. As for the charge: 0. The SMILES is CC[C@H]1O[C@H]2C[C@H]21. Its total energy is -309.740271 hartree. The HOMO energy comes out at -8.553 eV.

Last column: natural (NBO) charge in e.
Geometry (Å):
C 2.3465 -0.0846 -0.1899  -0.611
C 1.1137 0.7205 0.2119  -0.418
C -0.0367 -0.1273 0.7489  0.103
O -1.1305 0.7291 1.1839  -0.521
C -2.0418 0.0476 0.3466  0.121
C -1.6919 -0.0026 -1.0714  -0.456
C -0.9472 -0.9471 -0.1646  -0.348
H 2.1183 -0.7714 -1.0114  0.209
H 2.7243 -0.6792 0.6494  0.203
H 3.1574 0.5760 -0.5179  0.214
H 0.7752 1.3352 -0.6311  0.200
H 1.3723 1.4294 1.0116  0.214
H 0.3313 -0.7470 1.5757  0.180
H -3.0399 -0.1708 0.7273  0.192
H -2.3565 -0.4731 -1.7864  0.235
H -1.1954 0.9013 -1.4006  0.232
H -1.4992 -1.7361 0.3179  0.249



Entry 7:
Density functional theory data (ωB97M-V with the def2-TZVPD basis set) for a 2-piece molecular cluster, C6H10O overall.

The calculation puts the HOMO-LUMO gap at 0.329 hartree. For the relative energy (zero: lowest compared OMol25 entry of this formula, charge and spin), the calculation gives 46.0 kcal per mole. Its lowest unoccupied orbital energy is -0.008 Eh. As for the molar mass: 98.145 g mol⁻¹. As for the charge: 0. The SMILES is C/C=C\C=C\C=O.[H][H]. Its total energy is -309.769046 hartree. The HOMO energy comes out at -9.180 eV.

Last column: natural (NBO) charge in e.
Geometry (Å):
C -2.0800 -0.3824 -0.3646  -0.664
C -1.5337 1.0006 -0.1862  -0.111
C -0.2608 1.4188 -0.2306  -0.264
C 0.9598 0.6423 -0.4612  -0.113
C 1.2354 -0.6359 -0.1570  -0.339
C 2.5632 -1.1957 -0.4856  0.395
O 3.4462 -0.5868 -1.0539  -0.532
H -2.9272 -0.5499 0.3062  0.225
H -1.3511 -1.1698 -0.1854  0.216
H -2.4554 -0.5075 -1.3874  0.232
H -2.2942 1.7708 -0.0620  0.201
H -0.0978 2.4921 -0.1506  0.215
H -0.3379 0.1932 2.3955  -0.001
H 1.7798 1.1872 -0.9302  0.228
H 0.5389 -1.2895 0.3580  0.205
H 0.1010 -0.2451 2.8072  -0.001
H 2.7241 -2.2488 -0.1759  0.109



Entry 8:
Density functional theory data (ωB97M-V with the def2-TZVPD basis set) for a single C6H10O molecule.

The calculation puts the HOMO-LUMO gap at 0.313 hartree. For the relative energy (zero: lowest compared OMol25 entry of this formula, charge and spin), the calculation gives 32.2 kcal per mole. Its lowest unoccupied orbital energy is 0.033 Eh. As for the molar mass: 98.145 g mol⁻¹. As for the charge: 0. The SMILES is CC(C)=C/C=C/O. Its total energy is -309.791051 hartree. The HOMO energy comes out at -7.611 eV.

Last column: natural (NBO) charge in e.
Geometry (Å):
C 1.9589 -0.2811 -1.4150  -0.632
C 0.5908 -0.1827 -0.8008  0.020
C 0.3881 -0.0231 0.5155  -0.225
C -0.8156 0.5445 1.1239  -0.372
C -0.8844 0.5514 2.4674  0.185
O -2.0400 0.7426 3.1570  -0.678
C -0.5437 -0.5818 -1.7164  -0.648
H 1.9730 -1.1671 -2.0571  0.204
H 2.1116 0.5741 -2.0821  0.215
H 2.7795 -0.2941 -0.7016  0.216
H 1.2798 -0.0153 1.1428  0.190
H -1.4682 1.1231 0.4868  0.221
H -0.0297 0.6016 3.1326  0.182
H -2.8160 0.5352 2.6251  0.484
H -1.4384 -0.8453 -1.1551  0.217
H -0.2746 -1.4795 -2.2735  0.213
H -0.7709 0.1975 -2.4495  0.210